1.
A single C3H6N2S2 molecule in a non-equilibrium geometry. Source: OMol25; level of theory: ωB97M-V/def2-TZVPD.

Each line ends with the Mulliken charge.
Element x y z (Å)
C1 0.284 1.463 -1.198  -0.14
H1 -0.568 -2.052 -1.845  0.13
N1 0.401 0.173 -0.727  -0.16
C2 -0.043 -0.446 0.426  0.78
H2 0.733 1.578 -2.207  0.28
H3 -0.959 1.006 1.709  0.29
H4 0.715 0.799 2.042  0.27
S1 -0.579 2.724 -0.568  -0.28
S2 0.102 -2.709 -0.921  -0.22
H5 0.774 -0.495 -1.403  0.22
C3 -0.198 0.209 1.786  -1.03
H6 -0.484 -0.526 2.488  0.34
N2 -0.178 -1.723 0.419  -0.49

Cartesian forces, eV/Å:
C -0.89 0.13 0.10
H -0.42 0.41 -0.72
N 0.14 1.46 -0.93
C 0.24 -1.21 0.78
H -0.03 -0.19 0.76
H 0.07 -0.45 0.12
H -0.45 -0.79 -0.04
S 0.78 -0.90 -0.25
S 0.35 -0.34 0.39
H 0.07 0.15 0.23
C 0.32 2.37 -1.82
H -0.03 -0.71 0.72
N -0.16 0.07 0.66

The value obtained for the gap between HOMO and LUMO is 8.60 eV. Its charge is 0. The SMILES is C/C(=N/S)NC=S. As for the total energy: -27857.922 eV. The LUMO energy is -0.2 eV. The value obtained for the energy relative to the best compared isomer or geometry (same formula, charge and spin) is 113.37 kJ/mol. The calculation puts the largest force on an atom at 0.0585 Eh/bohr. Its highest occupied orbital energy is -0.3251 Ha.

=====

2.
A single C4H7NO2 molecule. Source: OMol25; level of theory: ωB97M-V/def2-TZVPD.

Each line ends with the Mulliken charge.
Element x y z (Å)
N1 -1.037 0.260 0.621  -0.16
H1 -0.824 0.683 -1.418  0.25
C1 -0.280 0.429 1.726  0.63
H2 -2.023 0.359 0.828  0.22
H3 0.371 -1.467 -2.002  0.35
O1 1.113 0.343 1.461  -0.14
C2 -0.723 -0.181 -0.749  -0.53
H4 1.453 -0.275 -1.328  0.40
C3 0.592 -0.912 -1.089  -1.07
H5 -1.530 -0.876 -0.988  0.41
H6 0.924 -1.636 -0.340  0.34
O2 -0.667 0.624 2.845  -0.55
C4 1.676 1.012 0.480  -0.46
H7 0.854 1.606 -0.006  0.30

Cartesian forces, eV/Å:
N 0.09 -0.13 0.19
H 0.00 -0.17 0.07
C -0.26 0.12 0.07
H 0.21 -0.06 -0.06
H 0.06 -0.02 -0.01
O 0.26 0.08 -0.10
C -0.04 -0.11 -0.22
H -0.29 0.06 0.24
C -0.16 -0.07 0.02
H -0.01 0.08 -0.08
H -0.22 0.14 0.00
O 0.27 -0.09 -0.55
C -0.11 0.19 0.37
H 0.18 -0.01 0.07

The value obtained for the gap between HOMO and LUMO is 9.37 eV. Its charge is 0. As for the total energy: -9843.395 eV. The LUMO energy is 0.4 eV. The value obtained for the energy relative to the best compared isomer or geometry (same formula, charge and spin) is 374.79 kJ/mol. The calculation puts the largest force on an atom at 0.0120 Eh/bohr. Its highest occupied orbital energy is -0.3288 Ha.